1.
Formula: C4H20NO6S
Source: OMol25
Level of theory: the ωB97M-V functional and the def2-TZVPD basis

Structure (ORCA input):
```
! wB97M-V def2-TZVPD RIJCOSX def2/J DEFGRID3
* xyz -1 1
C -1.214 -0.602 -2.021
C -1.290 0.484 -0.929
C -0.498 1.700 -1.376
S -1.062 3.221 -0.512
N -0.829 0.023 0.389
C 0.589 -0.148 0.621
O 1.254 -1.050 -0.215
H -1.839 -1.457 -1.761
H -1.568 -0.154 -2.943
H -0.209 -0.995 -2.091
H -2.333 0.724 -0.735
H 0.557 1.553 -1.194
H -0.618 1.862 -2.436
H 0.065 3.448 0.169
H -1.250 -0.877 0.611
H 1.075 0.842 0.561
H 0.745 -0.416 1.665
H -0.551 -2.489 3.073
H -0.459 -2.947 1.573
O -1.046 -2.553 2.254
H 2.076 -0.170 -1.460
H 3.477 0.287 -1.956
O 2.542 0.367 -2.160
H 1.287 -3.675 -0.516
H 0.799 -2.442 0.036
O 0.844 -3.481 0.317
H -2.612 1.150 2.155
H -2.152 -0.253 2.553
O -2.745 0.461 2.812
H 4.465 -0.487 0.362
H 2.902 -0.760 0.347
O 3.650 -0.349 0.855
*
```



2.
Formula: C3H4FI
Source: OMol25
Level of theory: the ωB97M-V functional and the def2-TZVPD basis

Calculated values
**SMILES**: C/C(I)=C/F

Structure (ORCA input):
```
! wB97M-V def2-TZVPD RIJCOSX def2/J DEFGRID3
* xyz 0 1
C 0.278 -1.352 -0.102
C 0.466 -0.021 -0.046
C -0.693 0.945 0.012
F 1.284 -2.158 -0.028
I 2.498 0.723 0.008
H -0.763 -1.691 0.130
H -0.341 2.019 -0.187
H -1.306 0.978 1.047
H -1.425 0.557 -0.835
*
```



3.
Formula: C12H15BrN2O
Source: OMol25
Level of theory: the ωB97M-V functional and the def2-TZVPD basis

Structure (ORCA input):
```
! wB97M-V def2-TZVPD RIJCOSX def2/J DEFGRID3
* xyz 0 1
N -2.314 1.827 -3.675
O -1.232 2.645 0.736
Br -2.839 -0.764 -0.854
N -2.312 2.166 -2.511
C -1.288 2.054 -0.343
C -2.276 2.522 -1.257
C 1.323 -1.760 1.214
C 1.094 0.708 1.451
C 1.868 -0.277 -0.722
C -0.992 -0.713 1.375
C -0.155 -1.674 -0.806
C -0.396 0.820 -0.660
C 0.462 -0.660 1.848
C 1.297 -1.653 -0.320
C 1.035 0.865 -0.086
C -1.007 -0.553 -0.189
H -2.904 3.318 -0.926
H 0.920 -2.727 1.535
H 2.335 -1.666 1.578
H 0.545 1.516 1.916
H 2.151 0.792 1.790
H 1.914 -0.198 -1.813
H 2.907 -0.179 -0.361
H -1.436 -1.704 1.611
H -1.578 0.098 1.860
H -0.635 -2.654 -0.540
H -0.204 -1.563 -1.897
H -0.252 0.824 -1.753
H 0.542 -0.788 2.928
H 1.893 -2.435 -0.778
H 1.533 1.814 -0.349
*
```



no.,LUMO level (eV),HOMO level (eV)
1,3.0,-5.2
2,0.4,-9.0
3,-0.1,-9.1